Density functional theory data (ωB97M-V/def2-TZVPD) for a molecular structure, C52H42F15GeN2OPRuS3Sb at a distorted geometry.

XYZ file:
```
119
C52H42F15GeN2OPRuS3Sb ωB97M-V/def2-TZVPD
Ru 1.71242 -0.80758 -0.82846
S 3.16644 -2.24390 -1.82039
C 4.68602 -1.40564 -1.88060
C 5.60703 -2.00634 -2.81295
N 6.30723 -2.51968 -3.56694
C 5.07983 -0.30721 -1.19655
S 4.14569 0.60627 -0.01119
C 6.35149 0.30359 -1.45910
N 7.34484 0.85066 -1.65530
C -4.86244 -2.41448 -1.34534
C -4.39816 -1.28338 -0.43266
C -4.90194 0.06219 -0.94202
C -4.84897 -1.52604 1.00930
Sb -2.18664 -1.22747 -0.73656
C -1.37909 -3.12884 0.19819
C -1.34130 -4.06420 -1.00231
C 0.01371 -2.93699 0.77354
C -2.29457 -3.65181 1.30093
C -1.54608 0.61676 0.39942
C -2.31881 0.78877 1.70332
C -0.06481 0.53492 0.75271
C -1.77205 1.78442 -0.55010
H -5.96020 -2.45723 -1.34268
H -4.49828 -3.38919 -1.00916
H -4.53735 -2.25843 -2.37726
H -5.99963 0.04416 -0.97438
H -4.54358 0.27142 -1.95450
H -4.61243 0.88607 -0.28700
H -5.93845 -1.38850 1.07543
H -4.39494 -0.83781 1.71884
H -4.63888 -2.54041 1.33579
H -0.64545 -3.70700 -1.76636
H -2.32309 -4.17480 -1.46621
H -1.01059 -5.06150 -0.68057
H 0.75445 -2.49298 0.07322
H 0.45029 -3.91391 1.02831
H -0.00565 -2.33966 1.68382
H -3.25874 -3.95994 0.89916
H -2.45527 -2.91740 2.09148
H -1.84259 -4.53979 1.77049
H -2.12638 -0.02909 2.40403
H -3.38999 0.85674 1.52831
H -2.01252 1.72410 2.19291
H 0.14393 -0.31816 1.39261
H 0.25848 1.44026 1.28226
H 0.57883 0.54399 -0.17179
H -2.81250 1.87751 -0.86042
H -1.15838 1.67724 -1.44819
H -1.48392 2.72216 -0.05359
F -0.23408 -1.71483 3.84437
C 0.71555 -1.87440 4.79314
C 1.45785 -0.77194 5.18620
C 2.43145 -0.98157 6.14792
F 3.21769 0.01541 6.55549
C 2.63504 -2.22936 6.70892
F 3.56807 -2.41087 7.63430
C 1.87242 -3.30322 6.28779
F 2.08045 -4.50172 6.80413
C 0.89560 -3.13074 5.32050
F 0.16778 -4.16392 4.90817
Ge 1.08376 0.87259 4.17454
S 3.09037 -0.78328 1.01988
C -0.63301 1.58400 4.83057
C -0.99028 2.83666 4.35063
F -0.18081 3.46190 3.47445
C -2.17259 3.45884 4.68251
F -2.48472 4.65242 4.19036
C -3.05661 2.79859 5.51850
F -4.21295 3.35713 5.82904
C -2.74491 1.54213 6.00501
F -3.60329 0.91205 6.79752
C -1.54923 0.94780 5.65155
F -1.31129 -0.27556 6.13318
C 2.36446 2.28573 4.65952
C 3.22692 2.77927 3.69949
F 3.19075 2.27334 2.44788
C 4.12056 3.79474 3.96234
F 4.93097 4.26129 3.01672
C 4.15202 4.33770 5.23379
F 5.00189 5.31257 5.50937
C 3.29898 3.87088 6.21868
F 3.33981 4.40748 7.43121
C 2.40943 2.85867 5.91863
F 1.58354 2.43533 6.87852
O 0.53384 -0.55236 -2.57516
P 0.55263 0.12618 -3.94987
C 1.24280 -0.97042 -5.18730
C 1.51809 -2.29306 -4.85321
C 1.99003 -3.16609 -5.82461
C 2.17096 -2.72056 -7.12494
C 1.89067 -1.40086 -7.46287
C 1.42648 -0.52366 -6.49763
C 1.46473 1.67575 -3.97322
C 2.45211 1.90473 -3.02188
C 3.21109 3.06316 -3.04390
C 2.99389 4.00227 -4.04303
C 2.02203 3.77876 -5.00880
C 1.25560 2.62383 -4.97628
C -1.12862 0.48517 -4.45270
C -1.86341 -0.51761 -5.08731
C -3.18099 -0.28401 -5.44636
C -3.76625 0.94690 -5.17761
C -3.04153 1.94399 -4.53750
C -1.72156 1.71797 -4.17778
H 1.35251 -2.63197 -3.84252
H 2.21398 -4.19397 -5.56699
H 2.52794 -3.40494 -7.88425
H 2.03485 -1.05793 -8.47940
H 1.20829 0.50479 -6.75981
H 2.64611 1.16901 -2.25713
H 3.97339 3.22984 -2.29201
H 3.58141 4.91113 -4.06573
H 1.86180 4.50705 -5.79356
H 0.48242 2.47234 -5.71908
H -1.40348 -1.47524 -5.30124
H -3.75055 -1.06010 -5.94122
H -4.79139 1.13319 -5.47351
H -3.50424 2.89779 -4.31809
H -1.15423 2.50196 -3.68979
```

The net charge is +1. The LUMO energy (spin up / spin down) is -4.29 / -5.29 eV. The spin multiplicity is 5. As for the energy above the lowest of the compared OMol25 structures with the same formula, charge and spin: 69.6 kcal per mole. Its HOMO energy (spin up / spin down) is -10.18 / -10.17 eV. Its electronic energy is -207814.32335 eV.